Entry 1:
A molecular structure, C4H4N2 in a non-equilibrium geometry, computed with wB97M-V/def2-TZVPD.

Values from the calculation:
LUMO energy: -0.5 eV
Energy above the lowest of the compared OMol25 structures with the same formula, charge and spin: 408.4 kJ/mol
Total charge: 0
Gap between HOMO and LUMO: 8.35 eV

Geometry as XYZ:
```
10
Properties=species:S:1:pos:R:3:forces:R:3:mulliken_charge:R:1
C -0.639 0.913 0.132 0.411 0.446 1.085 -0.452
C 1.136 0.480 -0.555 0.426 -0.890 -1.904 0.491
C 1.302 -0.793 -0.161 0.488 0.282 -0.064 -0.543
C -0.975 -0.580 0.035 0.310 -0.308 0.205 -0.059
H 2.169 -1.326 0.186 -0.010 0.119 -0.045 0.361
H -1.979 -0.971 0.180 0.168 0.117 -0.029 0.365
H 0.193 0.871 0.925 -1.906 0.355 0.593 0.324
N 0.019 -1.381 -0.037 -0.487 0.154 -0.138 -0.424
H -1.424 1.636 0.344 -0.015 -0.091 -0.242 0.361
N 0.197 1.151 -1.049 0.617 -0.186 0.538 -0.425
```
Positions in Å, forces in eV/Å.

Entry 2:
2 unconnected molecules or ions with the total composition C23H34NO2 in a non-equilibrium geometry, computed with wB97M-V/def2-TZVPD.

Values from the calculation:
LUMO energy: -5.2 eV
Energy above the lowest of the compared OMol25 structures with the same formula, charge and spin: 155.6 kJ/mol
Total charge: +1
Gap between HOMO and LUMO: 5.40 eV

Geometry as XYZ:
```
60
Properties=species:S:1:pos:R:3:forces:R:3:mulliken_charge:R:1
N -1.933 2.183 -1.205 0.085 0.751 0.943 0.525
H 0.682 1.884 -1.083 -0.483 -0.130 -0.182 -0.084
H 1.888 -0.186 -1.765 -0.060 -0.155 0.047 -0.153
H 3.530 2.256 -2.298 -0.140 0.312 0.374 0.378
H 1.045 3.670 0.220 0.101 -0.169 0.054 0.179
H -4.082 4.429 -2.021 0.002 0.031 0.292 0.374
C -1.017 -0.678 -3.557 -0.002 0.101 0.142 -0.960
H -3.764 3.636 0.769 -0.040 -0.135 -0.176 0.272
C 1.335 1.842 2.858 0.031 0.367 -0.306 -1.140
H 2.671 -1.243 3.270 -0.120 0.317 -0.133 0.395
H -2.700 1.563 0.672 0.074 -0.068 -0.170 0.287
C 1.074 0.293 4.839 -0.212 0.112 0.214 -1.492
H 2.088 3.045 -1.700 0.186 -0.028 0.481 0.217
H 1.905 0.219 5.554 -0.072 0.087 -0.199 0.350
H 0.122 -1.749 -2.082 -0.045 0.041 -0.088 0.381
C 2.552 1.182 0.829 -0.145 0.139 -0.691 1.553
H -3.696 1.074 -0.714 0.172 0.056 0.068 0.377
C -1.888 0.035 -2.510 -0.128 -0.321 0.166 -0.649
O -1.404 5.286 -2.994 0.706 -0.531 0.327 -0.357
C 2.390 -0.305 2.783 0.503 -0.283 -0.575 -0.872
H 3.536 0.556 -0.932 -0.552 0.120 0.283 0.616
H 0.954 -1.640 -3.624 -0.184 0.179 0.050 0.425
C 1.584 0.612 3.468 -0.032 -0.059 -0.113 0.606
C 2.891 -0.047 1.517 -0.119 -0.302 0.172 1.064
H -0.839 -0.004 -4.403 -0.011 -0.071 0.006 0.342
H -2.180 -0.724 -1.763 -0.145 0.209 -0.179 0.315
C 1.673 3.557 1.113 -0.285 0.601 0.095 -1.472
H 0.503 5.747 -3.723 -0.222 0.140 0.183 0.274
H -2.636 3.014 -3.033 0.052 0.109 0.137 0.250
H 4.033 -1.826 1.651 0.028 0.107 -0.317 0.402
C -2.252 3.326 -2.041 0.274 -0.615 -0.299 0.766
C 2.929 1.370 -0.515 1.696 0.140 1.903 -1.260
C -1.048 4.191 -2.302 0.829 0.218 0.359 -0.205
H 0.054 6.528 -2.169 -0.060 -0.062 -0.264 0.276
H -0.743 7.042 -3.700 0.171 -0.001 0.063 0.292
H 0.377 1.058 5.201 0.216 -0.164 -0.098 0.372
C 1.066 0.154 -2.401 0.101 -0.569 -0.674 -0.450
C -3.869 3.178 -0.220 -0.287 -0.032 0.337 -0.641
H -1.531 -1.571 -3.940 0.073 0.295 0.072 0.377
C 3.870 -1.016 0.933 0.207 -0.369 -0.052 -1.721
C 1.821 2.160 1.594 -0.165 0.199 0.350 1.574
C 0.201 1.111 -1.670 -2.226 0.606 0.249 0.471
H 3.556 -1.456 -0.022 -0.107 0.069 0.209 0.303
H 0.565 -0.678 4.880 0.126 0.165 -0.208 0.378
C -3.329 4.117 -1.291 -0.016 0.521 -0.311 -0.672
C -0.311 6.207 -3.151 -0.060 0.324 -0.308 -0.690
H -2.822 0.411 -2.954 0.253 -0.037 0.061 0.359
O 0.092 3.997 -1.900 -1.184 0.460 -0.457 -0.479
C -3.056 1.878 -0.314 -0.238 -0.239 -0.315 -0.632
H -2.920 5.034 -0.845 -0.042 -0.306 -0.173 0.343
C 0.316 -1.078 -2.929 0.143 -0.017 0.225 -1.051
C 3.032 2.585 -1.368 -0.023 -0.308 -1.217 -1.090
C -1.162 1.146 -1.761 1.738 -0.993 -0.581 -0.510
H 3.662 3.372 -0.923 -0.264 -0.326 0.173 0.390
H 4.835 -0.529 0.747 -0.158 -0.057 0.100 0.410
H 2.657 3.985 0.882 -0.219 -0.085 0.044 0.274
H -4.935 2.993 -0.379 0.180 -0.073 0.128 0.298
H 0.777 2.602 3.406 0.126 -0.178 -0.144 0.353
H 1.562 0.663 -3.246 -0.124 0.018 0.151 0.286
H 1.225 4.169 1.905 0.097 -0.113 -0.226 0.474
```
Positions in Å, forces in eV/Å.

Entry 3:
8 unconnected molecules or ions with the total composition CH18NO7 in a non-equilibrium geometry, computed with wB97M-V/def2-TZVPD.

Values from the calculation:
LUMO energy: -3.7 eV
Energy above the lowest of the compared OMol25 structures with the same formula, charge and spin: 101.0 kJ/mol
Total charge: +1
Gap between HOMO and LUMO: 10.87 eV

Geometry as XYZ:
```
27
Properties=species:S:1:pos:R:3:forces:R:3:mulliken_charge:R:1
O 0.053 2.340 1.062 -0.656 0.979 -1.945 -0.549
H -0.630 0.262 -0.813 0.243 -0.049 -0.558 0.177
H 1.103 -1.115 -2.549 -0.174 -1.505 -0.475 0.259
H 1.673 -0.914 -0.384 0.178 -0.428 -0.976 0.415
H 0.289 -1.968 1.317 2.094 1.398 0.417 0.347
H 1.906 -0.438 1.418 4.528 -1.523 -1.845 0.360
H 2.551 -2.099 -0.854 0.576 -1.880 -2.822 0.270
O -0.375 -2.570 1.099 -1.852 -2.129 -0.541 -0.603
H -2.539 -2.182 -0.350 -0.463 0.228 0.869 0.349
C -1.880 1.809 -0.668 -0.991 -2.641 0.838 -0.159
O 1.251 2.173 -1.377 -0.383 1.491 1.581 -0.602
H 1.110 -0.558 2.684 0.258 -0.065 0.376 0.285
N -1.542 0.575 -0.501 -1.968 -0.147 0.050 0.060
O -2.709 -1.686 0.486 1.560 -0.369 -0.315 -0.785
H 0.329 1.915 1.835 0.793 -1.189 1.945 0.244
O 2.364 -1.545 -0.165 -0.060 1.747 4.220 -0.687
H 0.773 2.961 -1.719 0.747 -0.677 0.110 0.271
H -0.028 -3.466 0.954 0.082 0.630 0.229 0.285
H -1.352 2.486 -1.303 0.579 0.282 0.193 0.271
H -2.273 -0.299 -0.116 1.742 1.493 0.195 0.349
O 0.914 -0.455 -1.902 -1.002 -0.066 -0.153 -0.652
H -1.897 -2.021 1.054 -1.501 0.611 -1.242 0.475
H 1.294 0.274 -2.358 0.457 1.950 0.030 0.263
H 0.132 3.277 1.197 0.016 0.691 0.473 0.310
O 1.145 -0.186 1.805 -4.687 1.599 1.966 -0.602
H 1.311 2.384 -0.376 -0.236 -0.802 -2.165 0.358
H -2.824 2.065 -0.186 0.119 0.372 -0.456 0.290
```
Positions in Å, forces in eV/Å.